(1)
A cluster of 8 separate species, C24H68N4O8 in total at a distorted geometry, computed with ωB97M-V/def2-TZVPD.

```
104
Properties=species:S:1:pos:R:3:forces:R:3
C -16.89226 14.83759 -19.29257 -0.7 -1.8 -0.4
C -16.02145 13.68075 -19.90005 2.1 2.3 -0.1
O -15.12285 13.18803 -18.89467 -1.0 0.0 0.5
H -17.50628 15.40424 -19.99255 0.1 -0.4 -0.6
H -16.32029 15.62825 -18.80697 0.3 -0.7 0.4
H -17.60976 14.31246 -18.66207 0.0 0.6 0.7
H -15.38696 14.21997 -20.60345 0.1 -0.1 -0.5
H -16.40471 12.84363 -20.48352 -1.0 0.2 0.4
H -14.60136 12.45318 -19.22579 0.1 0.0 -0.2
C -17.96846 10.04935 -17.75635 -0.2 -0.9 -0.3
C -16.48297 9.85533 -18.21041 -0.9 0.9 2.6
O -15.65506 10.39482 -17.15210 -0.1 -0.8 -1.3
H -18.69305 9.44915 -18.30665 0.2 -0.3 -0.6
H -18.41944 11.04100 -17.79284 0.7 0.4 -0.1
H -18.14184 9.69069 -16.74176 0.6 0.1 0.2
H -16.27468 10.34947 -19.15937 0.0 0.3 -0.5
H -16.19451 8.80760 -18.29501 -0.2 0.1 0.0
H -15.93585 11.29017 -16.94935 -0.1 0.3 -0.1
C -25.07210 9.21852 -20.20111 0.0 1.7 -0.4
C -24.83144 9.61985 -21.65985 -0.5 -0.5 0.1
O -25.41426 8.65755 -22.52542 0.3 -0.6 0.0
H -24.56082 9.95945 -19.58653 0.7 -0.1 0.1
H -24.66841 8.22698 -19.99623 -0.6 0.3 0.0
H -26.08268 9.46574 -19.87598 -0.3 -1.1 -0.3
H -23.75181 9.65485 -21.80572 0.3 0.1 -0.2
H -25.28267 10.55179 -22.00041 0.3 0.6 0.8
H -25.20811 8.95072 -23.41602 -0.2 -0.2 -0.2
C -22.26405 6.62700 -19.86893 -0.1 -0.6 -0.2
C -23.65054 6.15696 -19.26193 1.4 1.3 -1.9
O -23.50316 4.90300 -18.66359 -0.1 0.0 0.2
H -22.16186 7.62707 -20.29026 -0.6 0.6 0.7
H -21.99237 6.10428 -20.78602 -0.3 -0.9 0.1
H -21.44775 6.43499 -19.17259 -0.1 0.2 0.2
H -24.33212 6.12959 -20.11210 -0.2 -0.2 0.0
H -24.03698 6.95324 -18.62576 0.1 -0.4 0.7
H -24.07575 4.29573 -19.13790 0.0 -0.2 0.2
C -12.76027 5.67850 -19.83857 -0.9 -0.1 0.4
C -13.14123 5.61437 -21.30524 -1.1 -0.7 1.9
C -13.22014 7.06207 -21.76181 1.8 -1.1 -3.2
O -14.08078 7.93953 -21.14890 -0.6 0.3 1.9
C -15.39512 7.45427 -21.23548 -0.6 0.7 -0.2
N -12.20843 4.73666 -21.97623 1.0 0.9 -1.1
H -13.48758 6.25651 -19.26847 0.1 0.2 0.2
H -11.79064 6.17388 -19.78839 0.1 -0.2 0.4
H -12.77107 4.67573 -19.41145 0.4 0.0 0.1
H -14.13191 5.17291 -21.41364 -0.1 -0.2 0.0
H -13.49622 7.08934 -22.81591 0.0 -0.4 -0.6
H -12.18334 7.39751 -21.78720 0.0 0.8 0.5
H -15.64847 7.39501 -22.29397 -0.2 -0.6 -0.2
H -16.10339 8.17043 -20.81885 0.3 0.4 0.2
H -15.60074 6.53427 -20.68829 0.3 -0.2 -0.2
H -11.29270 5.03347 -21.67057 0.5 0.4 -0.4
H -12.17005 3.78400 -21.64297 -1.0 -0.2 0.2
C -19.24722 8.73913 -27.17825 0.1 -0.4 -0.2
C -19.94497 7.63280 -28.00347 1.3 -2.2 1.0
C -19.27195 7.16980 -29.27699 0.1 1.8 -0.8
O -20.17313 6.32935 -29.96732 -0.1 -0.3 0.4
C -19.99595 6.03129 -31.34495 -0.9 -0.2 0.3
N -20.00081 6.40812 -27.12674 -0.9 1.3 0.3
H -18.38479 8.46318 -26.57148 0.4 -0.9 -0.6
H -19.90508 9.01047 -26.35260 -0.5 0.7 -0.5
H -18.89135 9.54081 -27.82537 -0.5 0.5 0.2
H -20.95651 7.92404 -28.28644 0.0 0.3 0.0
H -18.26622 6.77618 -29.12977 -0.1 -0.6 0.2
H -19.09609 8.12442 -29.77284 0.0 0.1 -1.0
H -20.30547 6.86945 -31.96927 1.1 0.5 -0.1
H -20.78763 5.34676 -31.64952 0.0 -0.5 0.6
H -19.06099 5.50268 -31.53076 0.3 0.6 -0.3
H -20.12451 5.56409 -27.66748 0.0 0.0 -0.4
H -20.90927 6.57094 -26.71651 -0.2 -0.8 0.8
C -18.42491 9.48593 -22.87674 1.1 -0.8 -0.5
C -18.98973 10.43745 -21.88385 1.6 -1.8 0.2
C -20.08214 9.86857 -21.02898 -0.9 -0.4 0.0
O -20.37799 10.78975 -20.05439 -0.9 0.8 1.6
C -21.63343 10.55666 -19.35162 -0.1 0.3 -0.3
N -17.93123 10.98015 -21.04116 -2.5 1.3 -1.5
H -19.19624 9.03944 -23.50428 0.3 0.1 -0.1
H -17.81150 8.71872 -22.40429 -0.6 -0.4 0.3
H -17.62998 9.96728 -23.44637 -0.4 0.3 -0.6
H -19.34910 11.27271 -22.48494 -0.3 0.9 0.2
H -19.79000 8.92391 -20.57031 0.4 -0.3 -0.1
H -20.96328 9.64619 -21.63084 -0.1 0.0 -0.4
H -21.76476 11.26097 -18.53015 0.6 0.1 -0.2
H -21.74120 9.55298 -18.94039 0.5 -0.2 -0.1
H -22.47414 10.72625 -20.02434 0.1 0.0 -0.3
H -18.47906 11.63955 -20.50714 0.5 0.4 1.8
H -17.19071 11.44347 -21.54817 0.9 -0.4 0.0
C -22.44202 17.18323 -22.48072 0.9 1.4 0.8
C -21.63643 15.90306 -22.61336 -1.8 0.1 -0.4
C -21.90593 14.92524 -21.41312 1.0 0.5 0.3
O -21.05826 15.29348 -20.30215 1.0 -1.6 1.5
C -20.71730 14.16020 -19.35821 -0.9 1.5 -1.0
N -22.12076 15.33613 -23.87540 0.4 -1.0 -0.2
H -22.22209 17.55586 -21.48027 -0.5 0.3 0.1
H -23.50514 17.21427 -22.71924 -0.1 -1.0 0.5
H -22.08477 17.96907 -23.14625 0.5 -0.1 -0.2
H -20.58460 16.17776 -22.69274 0.2 -0.2 0.5
H -21.67921 13.90187 -21.71216 0.0 -0.2 -0.2
H -22.92706 14.97084 -21.03454 -0.3 0.0 -0.5
H -21.60780 13.72297 -18.90662 -0.4 -0.3 -0.7
H -20.19872 14.46798 -18.45021 0.3 0.9 -0.5
H -20.09057 13.42275 -19.85968 -0.2 -0.1 -0.2
H -22.27365 16.06077 -24.56214 -0.2 0.3 0.2
H -21.40368 14.77091 -24.30717 0.1 -0.4 0.0
```
Positions in Å, forces in eV/Å.

⟨S²⟩: 0.755
net charge: +1
Kohn-Sham gap (alpha / beta): 8.2 / 2.5 eV
E_HOMO (alpha / beta): -11.08 / -11.08 eV
multiplicity: 2
LUMO energy (alpha / beta): -0.1059 / -0.3147 hartree

***

(2)
A cluster of 2 separate species, CH6NS in total at a distorted geometry, computed with ωB97M-V/def2-TZVPD.

```
9
Properties=species:S:1:pos:R:3:forces:R:3
N -2.08402 -0.56778 0.75980 1.0 0.7 -0.1
H -2.07685 -1.52532 0.43252 -0.2 -0.3 -0.3
H -1.53351 -0.11125 0.01574 -0.9 -0.1 -0.9
H -1.20858 -0.57326 1.27419 0.0 -0.4 1.3
C 1.49207 0.69157 -0.43388 -1.8 -0.8 0.9
S 0.78544 -0.82971 -1.10534 0.0 -1.0 -0.9
H 1.31234 0.46129 0.64548 1.0 1.3 -0.6
H 0.86086 1.47943 -0.80579 -0.5 0.7 0.4
H 2.45224 0.97504 -0.78271 1.4 -0.2 0.2
```
Positions in Å, forces in eV/Å.

net charge: -1
Kohn-Sham gap: 6.6 eV
E_HOMO: -2.20 eV
LUMO energy: 0.1627 hartree

***

(3)
A cluster of 2 separate species, C11H17N3 in total at a distorted geometry, computed with ωB97M-V/def2-TZVPD.

```
31
Properties=species:S:1:pos:R:3:forces:R:3
C -0.80883 1.83008 -1.78191 0.0 0.0 -1.3
C 0.88688 1.78449 -0.35588 -1.7 -0.1 -0.1
C 0.58556 1.54310 -1.65861 -0.7 -0.2 -1.3
C 0.78833 -0.30375 2.24464 1.4 3.1 -1.5
C -1.33115 -0.71331 0.91324 -0.8 1.1 -1.2
C -1.39534 -1.55445 -0.32205 0.9 -1.3 2.0
C -0.26634 -0.30556 1.52370 -1.6 -2.3 0.1
C 1.01167 -1.68439 -1.29750 -0.2 -1.9 0.0
C -1.45779 3.00940 2.09231 -2.1 1.0 0.8
C -0.19569 -2.40937 -0.52741 2.4 0.3 -1.2
C -0.42212 2.43412 1.57615 3.2 -0.5 0.8
N -1.28173 2.25882 -0.65572 -2.0 -0.6 1.1
N -0.34130 2.10566 0.22197 3.2 1.4 0.6
N 1.42722 1.03639 -2.64858 1.0 0.2 0.0
H -1.56363 1.74877 -2.57906 1.0 0.0 0.0
H 1.79163 1.71177 0.19885 0.3 -0.1 0.2
H 1.43306 0.57197 1.99853 0.3 -1.3 0.7
H 0.99078 -0.96272 3.00235 0.5 -1.4 1.8
H -2.26631 -0.17328 0.92467 -0.2 0.4 1.1
H -1.56820 -0.88088 -1.07464 -0.5 1.4 -2.3
H 1.98808 -2.23089 -1.08233 -1.3 0.3 -0.6
H 1.18553 -0.72033 -0.86903 -0.2 0.6 0.1
H 0.85203 -1.58757 -2.40862 0.2 -0.1 1.2
H -2.26018 -2.15846 -0.18126 -0.9 -0.6 -0.2
H -2.25883 3.30695 1.43251 -0.2 -0.2 -0.2
H -1.67821 3.22287 3.13032 0.7 -0.1 0.0
H 0.24917 -2.60899 0.42739 0.0 -0.3 0.8
H -0.42476 -3.38891 -0.94543 0.0 0.1 -0.3
H 0.57589 2.15470 2.11856 -2.5 0.8 -0.9
H 1.03772 0.79013 -3.53363 -0.7 -0.1 -0.2
H 2.21036 1.63228 -2.84295 0.4 0.2 0.1
```
Positions in Å, forces in eV/Å.

Kohn-Sham gap: 9.0 eV
SMILES: C=Cn1cc(N)cn1.C=C=CCCC
E_HOMO: -8.10 eV
LUMO energy: 0.0345 hartree

***

(4)
A structure of composition C18H27GdN3S2 at a distorted geometry, computed with ωB97M-V/def2-TZVPD.

```
51
Properties=species:S:1:pos:R:3:forces:R:3
Gd 0.82824 0.35649 -0.43232 -3.4 -0.2 0.9
S -0.70919 2.65760 -0.80861 -0.8 0.4 -0.5
S -0.47874 -2.01759 -0.57536 -0.8 -0.4 -0.5
C -2.54284 2.78098 -0.71730 -0.2 -0.1 0.1
C -0.60351 2.67453 -2.63686 0.2 0.2 -0.2
C -0.97841 1.40308 -3.38309 -0.3 0.1 0.0
N -0.17916 0.23305 -2.96211 0.4 -0.6 -0.2
C -0.93356 -1.02992 -3.20433 -0.2 -0.1 0.0
C -0.36841 -2.18176 -2.38143 0.3 -0.3 -0.2
H 0.40769 3.01433 -2.89467 -0.2 0.0 0.0
H -1.31212 3.44855 -2.93181 0.3 0.2 -0.1
H -0.85189 1.58232 -4.46384 -0.1 0.0 0.3
H -2.04413 1.16318 -3.23338 0.4 0.2 0.0
H -0.91580 -1.31838 -4.26915 0.1 0.1 0.3
H -1.98815 -0.85408 -2.97191 0.2 -0.1 0.1
H 0.71009 -2.28791 -2.59252 -0.4 -0.3 0.0
H -0.88899 -3.12873 -2.59308 0.4 0.3 -0.3
C -2.29416 -2.16028 -0.39641 -0.4 0.0 0.3
H 0.63144 0.18199 -3.59746 -0.3 0.1 0.4
H -2.87234 -1.36341 -0.88265 0.4 -0.1 0.0
H -2.55531 -2.16284 0.67339 0.3 -0.1 -0.4
H -2.57465 -3.12467 -0.84669 0.2 0.3 0.2
H -2.88654 2.87364 0.32356 0.3 0.0 -0.4
H -3.01430 1.90754 -1.19298 0.2 0.3 0.2
H -2.81008 3.69206 -1.27059 0.1 -0.2 0.2
C 2.89004 0.50415 -1.60439 3.2 0.8 0.6
C 3.54414 0.85049 -0.43590 1.8 0.2 -2.9
H 2.49437 1.26576 -2.28842 -0.5 0.0 0.6
H 3.07967 -0.45669 -2.09573 0.1 0.1 0.3
H 3.59045 1.85688 -0.00952 -0.7 -0.1 -0.1
H 4.44529 0.28844 -0.13913 -1.1 -0.3 0.4
C -2.81080 0.39308 2.71734 0.1 -0.2 -0.4
C -2.20844 0.05330 3.92275 0.2 0.2 0.1
C -0.83192 -0.14010 3.94129 0.5 -0.2 -0.8
C -0.08890 -0.10336 2.74426 -1.2 0.6 0.2
N -0.69354 0.23716 1.57196 0.4 -0.4 0.5
C -2.02237 0.45209 1.56923 0.1 0.3 0.4
C 1.32761 -0.52306 2.68392 1.3 -0.5 -0.1
C 2.05943 -0.86804 3.82459 -0.6 0.0 -0.4
C 3.34556 -1.39054 3.69538 -0.4 0.4 0.5
C 3.87575 -1.58407 2.43035 0.1 -0.5 -0.7
C 3.05695 -1.37735 1.31905 0.1 0.9 0.7
N 1.87667 -0.71510 1.44456 -0.3 -0.9 0.3
H -3.87484 0.60298 2.66125 0.1 -0.1 0.0
H -2.78876 -0.06167 4.84377 0.2 0.2 -0.4
H -0.32042 -0.36040 4.86156 -0.2 -0.1 0.2
H -2.46612 0.70904 0.60751 0.1 -0.1 0.3
H 1.57341 -0.73563 4.78775 0.5 -0.1 -0.1
H 3.88256 -1.65096 4.60739 0.1 0.1 -0.4
H 4.90711 -1.90328 2.27253 -0.4 -0.3 0.2
H 3.38192 -1.68290 0.30827 -0.2 0.3 0.7
```
Positions in Å, forces in eV/Å.

⟨S²⟩: 16.043
net charge: +3
Kohn-Sham gap (alpha / beta): 7.7 / 5.0 eV
E_HOMO (alpha / beta): -18.00 / -17.99 eV
multiplicity: 8
LUMO energy (alpha / beta): -0.3791 / -0.4763 hartree

***

Number 1: energy -1775.55990 Eh. Number 2: energy -494.64114 Eh. Number 3: energy -593.44036 Eh. Number 4: energy -2427.40671 Eh.